Entry 1:
{"formula": "C10H16", "method": "ωB97M-V/def2-TZVPD", "symbols": ["C", "C", "C", "C", "C", "C", "C", "H", "H", "H", "H", "H", "H", "H", "H", "C", "C", "C", "H", "H", "H", "H", "H", "H", "H", "H"], "positions_angstrom": [[1.7445, 1.3583, -0.6563], [-1.6585, 0.9508, -1.6141], [-2.4074, 1.3313, -0.5157], [-0.2596, 1.0432, -1.7419], [0.3827, 1.5142, -0.5924], [-1.7515, 1.8905, 0.5500], [-0.3714, 2.1134, 0.4412], [-2.2222, 0.2007, -2.1881], [-3.5086, 1.1434, -0.5097], [0.0250, 0.6774, -2.6411], [-2.3250, 2.0860, 1.3769], [2.3122, 2.0392, -1.3306], [2.2848, 0.4338, -0.8709], [-0.1231, 2.9082, 0.9215], [2.2458, 1.4764, 0.3839], [0.2031, -1.6501, 0.4885], [0.8339, -1.0239, 1.7349], [0.3631, -3.1141, 0.1385], [-0.8490, -1.3522, 0.4965], [0.6636, -0.9951, -0.3818], [0.6636, -1.7546, 2.6594], [0.7677, -3.7872, 0.9546], [-0.5976, -3.3690, -0.2204], [0.4155, -0.0376, 2.0473], [1.9342, -0.8620, 1.6217], [1.2341, -3.2210, -0.5518]], "de_lowest_kcal_mol": 70.2, "charge": -1, "e_lumo_ev": [3.805, 3.660], "spin_multiplicity": 2}


Entry 2:
{"formula": "C3H7N2OP", "method": "ωB97M-V/def2-TZVPD", "symbols": ["C", "C", "C", "N", "N", "O", "P", "H", "H", "H", "H", "H", "H", "H"], "positions_angstrom": [[-1.7689, 0.7102, -0.4374], [-2.0295, -0.6053, 0.3513], [2.0029, 0.5682, 0.3602], [-2.0382, -1.7950, -0.0648], [1.0450, -1.8354, 0.8260], [-0.8646, 0.9638, -1.1831], [1.4479, -1.0498, -0.4660], [-2.5607, 1.5171, -0.3473], [-2.1817, -0.3794, 1.3847], [1.5330, 0.6253, 1.3839], [3.0437, 0.4377, 0.4042], [1.7162, 1.3960, -0.2571], [0.9174, -2.7752, 0.5824], [-1.8521, -1.9029, -1.0544]], "de_lowest_kcal_mol": 25.1, "e_lumo_ev": -0.052, "spin_multiplicity": 1, "smiles": "[H]/N=C\\C=O.[H]/N=P/C"}


Entry 3:
{"formula": "H28O14", "method": "ωB97M-V/def2-TZVPD", "symbols": ["H", "H", "H", "H", "H", "H", "H", "H", "H", "H", "H", "H", "H", "H", "H", "H", "H", "H", "H", "H", "H", "H", "H", "H", "H", "H", "H", "H", "O", "O", "O", "O", "O", "O", "O", "O", "O", "O", "O", "O", "O", "O"], "positions_angstrom": [[-0.4487, -0.0283, 0.0193], [0.9393, 0.2902, -0.5117], [-3.6386, -2.5306, -1.3419], [-3.7481, -3.9631, -1.8379], [-2.4659, -2.6027, 3.2497], [-3.4061, -2.4874, 2.0611], [2.6703, -0.9350, 0.6955], [3.3724, 0.3713, 1.0283], [-3.7581, 2.5359, -2.0862], [-3.9941, 2.8437, -0.6166], [-0.9212, 2.7790, 2.3010], [-1.4629, 1.4573, 2.8202], [1.5267, 2.0054, -2.7496], [1.8502, 0.7058, -3.4681], [-3.3418, 0.1490, 1.7790], [-2.7980, 0.4983, 0.4033], [-1.0600, -3.4779, -0.9464], [-0.1206, -2.3407, -1.3129], [-2.6307, 4.1925, 0.3340], [-1.8716, 3.3884, -0.7087], [4.0467, -0.1341, 3.4823], [4.5302, -0.1245, 2.0414], [4.9427, 0.4261, -2.1347], [4.8655, 1.8551, -2.6466], [2.0200, -1.6640, -1.0861], [1.7884, -3.1565, -1.2558], [1.9155, 0.7429, 1.8070], [1.0619, 1.1811, 2.9858], [0.1210, -0.1616, -0.7467], [-4.2324, -3.1303, -1.8074], [-2.5801, -2.8988, 2.3396], [3.4526, -0.4158, 0.4778], [-3.9420, 2.1111, -1.2407], [-1.1257, 1.8794, 2.0220], [1.1174, 1.1987, -3.0821], [-2.5857, -0.0006, 1.2002], [-0.5523, -3.1190, -1.6829], [-2.4863, 4.1251, -0.6165], [4.3664, -0.7166, 2.7841], [4.8199, 0.9386, -2.9416], [1.9960, -2.3582, -1.7544], [1.7677, 0.5708, 2.7438]], "de_lowest_kcal_mol": 85.5, "e_lumo_ev": -0.712, "spin_multiplicity": 1}


Entry 4:
{"formula": "C4H8NO", "method": "ωB97M-V/def2-TZVPD", "symbols": ["C", "C", "C", "C", "N", "O", "H", "H", "H", "H", "H", "H", "H", "H"], "positions_angstrom": [[0.5865, 1.3854, 0.4661], [-0.3595, 2.2293, 0.0949], [-0.5317, -0.5926, -0.4656], [-0.0303, -1.9772, -0.2308], [1.6594, 0.7964, 0.9032], [-1.7012, -0.3599, -0.9768], [-0.4911, 3.2980, 0.5408], [-1.2357, 1.9615, -0.6328], [-0.7223, -2.3276, 0.4958], [0.9802, -1.7482, 0.2889], [0.0019, -2.6658, -1.1404], [1.6392, 0.2464, 1.7395], [2.4421, 0.7554, 0.2794], [-2.2374, -1.0010, -1.3623]], "de_lowest_kcal_mol": 101.6, "charge": 1, "e_lumo_ev": -3.752, "spin_multiplicity": 1}


Entry 5:
{"formula": "C3H5NO2S", "method": "ωB97M-V/def2-TZVPD", "symbols": ["C", "C", "C", "H", "H", "H", "H", "H", "N", "O", "O", "S"], "positions_angstrom": [[0.8887, -1.3937, -0.2264], [0.2861, -0.7889, 1.0216], [-1.3744, 1.7801, -0.3708], [1.1002, 0.1681, -1.4720], [-0.0266, -1.7967, -0.6152], [1.5818, -2.2094, 0.2720], [-1.6970, 2.4997, -1.2919], [-1.3300, 2.7845, 0.5287], [-1.0155, 0.4547, -0.3486], [1.7056, -0.6179, -1.1054], [-0.4030, 0.3746, 0.9828], [0.2841, -1.2550, 2.6252]], "de_lowest_kcal_mol": 135.2, "e_lumo_ev": -0.408, "spin_multiplicity": 1}


Entry 6:
{"formula": "C41H46I2N5O2PRuS2Si", "method": "ωB97M-V/def2-TZVPD", "symbols": ["Ru", "C", "N", "C", "C", "N", "C", "C", "C", "C", "C", "C", "N", "C", "N", "C", "C", "C", "C", "C", "C", "N", "H", "H", "H", "H", "H", "H", "H", "H", "H", "H", "H", "H", "H", "H", "H", "I", "C", "I", "H", "H", "C", "C", "C", "C", "C", "C", "Si", "C", "C", "C", "C", "C", "C", "C", "C", "C", "C", "C", "C", "H", "H", "H", "H", "H", "H", "H", "H", "H", "H", "H", "H", "H", "H", "H", "C", "C", "C", "O", "P", "S", "S", "O", "C", "C", "C", "H", "H", "H", "H", "H", "H", "H", "H", "H", "H", "H", "H", "H", "H"], "positions_angstrom": [[-0.5774, -0.1004, -0.6303], [-1.2284, -1.6101, 2.0660], [-1.9854, -1.4807, 0.8230], [-1.8321, -2.6114, -0.1137], [-0.8990, -2.1331, -1.2332], [0.4231, -2.4061, -1.0255], [1.2195, -2.5515, -2.0838], [2.5172, -2.1194, -2.2479], [2.9811, -1.8880, -3.5743], [2.2727, -2.0916, -4.7122], [0.9730, -2.8211, -4.7151], [0.4612, -2.8752, -3.3057], [-1.4500, -2.5089, -2.6379], [0.2502, -1.4521, 1.9049], [0.8547, -0.7322, 0.9968], [2.1940, -0.7598, 1.2934], [3.2758, -0.1306, 0.6890], [4.5179, -0.3189, 1.2566], [4.6976, -1.1196, 2.3867], [3.6332, -1.7499, 3.0002], [2.3790, -1.5532, 2.4446], [1.1216, -1.9843, 2.7957], [-1.4327, -2.5754, 2.5554], [-1.5507, -0.8086, 2.7422], [-2.9638, -1.3523, 1.0696], [-2.8108, -2.8907, -0.5188], [-1.4052, -3.4856, 0.3974], [3.1059, -1.8221, -1.3968], [3.9528, -1.4275, -3.6640], [2.6817, -1.8071, -5.6673], [1.0707, -3.7788, -5.2343], [-2.4699, -2.4359, -2.7080], [3.1391, 0.5045, -0.1715], [5.3748, 0.1761, 0.8274], [5.6917, -1.2346, 2.7928], [3.7700, -2.3552, 3.8829], [0.8831, -2.4830, 3.6371], [-0.8464, 2.3296, 0.5129], [-2.0170, 3.5568, -0.8886], [-0.9438, 4.1669, -2.6252], [-2.3340, 4.4438, -0.3507], [-2.8653, 2.9679, -1.2138], [-1.7148, -4.1191, -5.2839], [-1.3354, -2.8903, -5.7837], [-0.3571, -2.0415, -5.0974], [-0.5594, -1.7533, -3.5696], [-0.7417, -3.8044, -2.9804], [-1.3905, -4.6008, -4.0349], [-0.4753, 0.1004, -2.9789], [1.0562, 1.0621, -3.5857], [1.8366, 1.6189, -2.5709], [2.9136, 2.4332, -2.8599], [3.2496, 2.6856, -4.1811], [2.4980, 2.1229, -5.1998], [1.4040, 1.3261, -4.9053], [-2.1772, 0.7918, -3.5529], [-3.2199, 0.7886, -2.6232], [-4.4460, 1.3600, -2.9104], [-4.6552, 1.9408, -4.1519], [-3.6403, 1.9356, -5.0950], [-2.4091, 1.3769, -4.7924], [-2.2957, -4.7686, -5.9231], [-1.6909, -2.5843, -6.7538], [-0.1813, -1.1163, -5.6415], [-0.6046, -4.4050, -2.0762], [-1.6896, -5.6000, -3.7565], [1.5757, 1.3968, -1.5348], [3.4952, 2.8705, -2.0625], [4.0937, 3.3200, -4.4130], [2.7665, 2.3055, -6.2307], [0.8232, 0.9163, -5.7194], [-3.0482, 0.3312, -1.6380], [-5.2337, 1.3625, -2.1684], [-5.6022, 2.4075, -4.3768], [-3.8031, 2.3778, -6.0665], [-1.6160, 1.4104, -5.5231], [-0.8493, -0.5225, 7.5504], [-1.1475, -1.0962, 6.1788], [-0.6151, -2.5205, 6.0585], [-0.5724, -0.3447, 5.0901], [0.1674, 1.0761, 5.1128], [-1.0160, 2.5284, 5.8342], [0.7602, 1.4067, 3.2343], [1.4265, 0.7610, 6.0486], [2.6918, 1.4256, 5.9044], [3.6353, 0.7633, 6.8994], [2.5564, 2.9210, 6.1391], [-1.3330, -1.1400, 8.3032], [-1.2322, 0.4918, 7.6337], [0.2229, -0.5136, 7.7295], [-2.2313, -1.0881, 6.0022], [0.4631, -2.5164, 6.2067], [-0.8479, -2.9404, 5.0809], [-1.0708, -3.1471, 6.8201], [3.0453, 1.2449, 4.8784], [3.3139, 0.9651, 7.9186], [4.6387, 1.1562, 6.7624], [3.6519, -0.3130, 6.7424], [2.1956, 3.1144, 7.1474], [1.8542, 3.3512, 5.4248], [3.5251, 3.3960, 6.0074]], "de_lowest_kcal_mol": 191.1, "charge": 1, "e_lumo_ev": [-2.070, -5.298], "spin_multiplicity": 6}


Entry 7:
{"formula": "CHClF2O", "method": "ωB97M-V/def2-TZVPD", "symbols": ["C", "O", "F", "F", "Cl", "H"], "positions_angstrom": [[0.4643, 0.0260, 1.2861], [-0.7890, 0.6495, -1.9684], [-0.1986, -0.8667, 1.9294], [1.5926, -0.4989, 0.9618], [-0.1335, 0.9671, -0.0298], [-0.9358, -0.2769, -2.1792]], "de_lowest_kcal_mol": 116.8, "e_lumo_ev": [-0.641, -1.267], "spin_multiplicity": 1}


Entry 8:
{"formula": "C18H72O18", "method": "ωB97M-V/def2-TZVPD", "symbols": ["O", "H", "H", "O", "H", "H", "O", "H", "H", "O", "H", "H", "O", "H", "H", "O", "H", "H", "O", "H", "H", "O", "H", "H", "O", "H", "H", "O", "H", "H", "O", "H", "H", "O", "H", "H", "C", "C", "C", "O", "H", "H", "H", "H", "H", "H", "H", "H", "C", "C", "C", "O", "H", "H", "H", "H", "H", "H", "H", "H", "C", "C", "C", "O", "H", "H", "H", "H", "H", "H", "H", "H", "C", "C", "C", "O", "H", "H", "H", "H", "H", "H", "H", "H", "C", "C", "C", "O", "H", "H", "H", "H", "H", "H", "H", "H", "C", "C", "C", "O", "H", "H", "H", "H", "H", "H", "H", "H"], "positions_angstrom": [[-0.0047, 5.6889, -2.4980], [0.9189, 5.4568, -2.4014], [-0.2545, 5.3300, -3.3495], [5.9537, 1.3716, -5.0850], [5.5808, 1.2879, -5.9626], [5.9480, 0.4803, -4.7358], [4.0108, -6.0217, -6.6959], [3.4613, -6.0048, -5.9123], [4.0308, -6.9429, -6.9552], [6.6412, -2.7527, -3.8994], [6.7317, -3.2721, -3.1004], [6.2453, -3.3523, -4.5318], [1.2589, 0.9966, -8.0656], [2.1074, 0.8359, -8.4786], [0.6206, 0.8501, -8.7636], [3.9580, 4.3368, -2.6643], [4.4215, 3.6761, -3.1790], [4.6520, 4.8344, -2.2319], [-4.0829, -4.5936, -4.1970], [-3.9126, -5.1424, -3.4315], [-3.5275, -4.9616, -4.8844], [-6.3346, 4.0662, 0.5487], [-6.7926, 4.7078, 1.0917], [-5.4781, 4.4599, 0.3828], [-7.0272, -0.4397, 0.6401], [-6.8188, 0.4552, 0.3717], [-7.5836, -0.7773, -0.0618], [1.4584, -5.7576, -3.5414], [1.2715, -5.1029, -2.8686], [1.5229, -6.5833, -3.0615], [-2.7707, 6.6772, 0.8659], [-2.0512, 6.5152, 0.2557], [-3.0879, 7.5507, 0.6366], [-3.4830, -6.7334, -0.4306], [-2.5717, -6.9032, -0.1920], [-3.8137, -6.1712, 0.2700], [-3.5269, -2.6956, 4.8669], [-4.0923, -3.8500, 4.0848], [-5.5656, -4.2858, 4.4582], [-4.0486, -3.4699, 2.7600], [-3.9803, -1.7450, 4.5860], [-2.4390, -2.6972, 4.7997], [-3.8138, -2.8850, 5.9013], [-3.4512, -4.7300, 4.0328], [-5.8013, -5.1179, 3.7948], [-6.3012, -3.4845, 4.3876], [-5.5255, -4.7301, 5.4527], [-4.7468, -2.8481, 2.5424], [-1.0379, 0.0368, -0.4714], [-0.5872, -1.0608, -1.4982], [0.8739, -0.7504, -2.0900], [-0.4689, -2.3694, -0.8444], [-1.0352, 1.0453, -0.8850], [-0.4946, 0.0349, 0.4736], [-2.0469, -0.3111, -0.2499], [-1.2605, -1.0759, -2.3552], [0.7699, 0.0827, -2.7852], [1.3325, -1.5737, -2.6377], [1.5807, -0.3892, -1.3430], [-1.1920, -2.4248, -0.2154], [-3.3693, 3.7380, 5.9156], [-4.3256, 4.8768, 6.0336], [-4.8165, 5.0489, 7.4073], [-3.7611, 6.0546, 5.4058], [-3.2860, 3.4977, 4.8557], [-3.6851, 2.8094, 6.3911], [-2.3519, 3.8668, 6.2849], [-5.2661, 4.6803, 5.5188], [-5.0862, 4.0758, 7.8178], [-5.6494, 5.7464, 7.3186], [-4.1027, 5.4528, 8.1253], [-3.8033, 5.8320, 4.4729], [5.7358, -4.3016, 3.6046], [4.2535, -4.6639, 3.6095], [3.3040, -3.5582, 3.2804], [4.1705, -5.6775, 2.6356], [6.0611, -3.9674, 2.6194], [6.4053, -5.1318, 3.8292], [6.0206, -3.5102, 4.2979], [3.9935, -5.1680, 4.5403], [3.2247, -2.7956, 4.0552], [2.3024, -3.9320, 3.0678], [3.6857, -3.0104, 2.4189], [4.4735, -6.5005, 3.0261], [-4.6287, 4.1063, -5.0659], [-3.7740, 2.8016, -5.2721], [-4.3734, 1.9138, -6.3939], [-2.5286, 3.2665, -5.7917], [-4.9705, 4.4927, -6.0261], [-4.0339, 4.8482, -4.5331], [-5.5590, 3.9326, -4.5251], [-3.5805, 2.2848, -4.3321], [-3.7076, 1.0574, -6.5007], [-4.4679, 2.5409, -7.2804], [-5.3701, 1.6141, -6.0704], [-2.0326, 2.5039, -6.0983], [7.2374, 2.3922, 1.0684], [8.2384, 2.1333, 2.2242], [9.3393, 1.0811, 1.9763], [8.8876, 3.4166, 2.5706], [7.7801, 2.7164, 0.1804], [6.6071, 3.2365, 1.3477], [6.6430, 1.5352, 0.7515], [7.6698, 1.8053, 3.0944], [10.1814, 1.1465, 2.6653], [9.5561, 1.1633, 0.9113], [8.9630, 0.0616, 2.0605], [9.4571, 3.7162, 1.8581]], "de_lowest_kcal_mol": 46.1, "e_lumo_ev": 0.102, "spin_multiplicity": 1}